Here is C24H30BrF4N4PTi as an isolated structure from OMol25. Energies are from ωB97M-V with the def2-TZVPD basis set.

```
65
Properties=species:S:1:pos:R:3
Ti 0.65 -0.17 0.20
F -3.63 6.61 0.00
C -2.70 5.69 0.05
C -1.47 5.96 0.61
F -1.22 7.16 1.09
C -0.50 4.98 0.65
F 0.68 5.34 1.16
C -0.73 3.69 0.17
P 0.59 2.44 0.21
C 1.67 2.86 1.61
C 3.05 2.97 1.50
C 3.82 3.24 2.64
C 3.21 3.40 3.87
C 1.82 3.30 3.98
C 1.05 3.03 2.86
C 1.48 2.61 -1.35
C 1.21 1.64 -2.32
C 1.81 1.70 -3.57
C 2.68 2.74 -3.85
C 2.94 3.73 -2.90
C 2.34 3.67 -1.65
C -1.97 3.45 -0.44
Br -2.40 1.87 -1.38
C -2.94 4.43 -0.49
F -4.11 4.20 -1.07
H 3.55 2.92 0.54
H 4.89 3.35 2.54
H 3.80 3.63 4.75
H 1.34 3.46 4.94
H -0.03 3.02 2.95
H 0.44 0.90 -2.14
H 1.58 0.97 -4.33
H 3.14 2.81 -4.83
H 3.59 4.55 -3.14
H 2.53 4.45 -0.92
N 0.52 -0.10 2.39
C -0.95 -0.01 2.71
C -1.67 -1.08 1.93
N -1.40 -0.85 0.47
H 0.91 -0.89 2.90
H 0.99 0.73 2.76
H -1.30 0.98 2.40
H -1.14 -0.12 3.78
H -2.74 -1.06 2.13
H -1.31 -2.07 2.19
H -1.98 -0.06 0.17
H -1.76 -1.63 -0.06
N 2.80 0.02 -0.03
C 3.66 -0.98 0.69
C 3.32 -2.39 0.25
C 1.86 -2.79 0.56
C 0.99 -3.04 -0.67
N 0.75 -1.72 -1.37
H 3.06 0.01 -1.02
H 3.09 0.95 0.27
H 3.49 -0.85 1.76
H 4.71 -0.76 0.50
H 4.00 -3.07 0.76
H 3.53 -2.51 -0.81
H 1.38 -1.99 1.16
H 1.83 -3.67 1.20
H 0.03 -3.45 -0.38
H 1.46 -3.75 -1.35
H -0.05 -1.82 -1.99
H 1.53 -1.55 -2.01
```

Results
DFT total energy   -144627.550 eV
2S+1   2
Orbital gap (spin up / spin down)   0.2472 / 0.2619 Eh
Net charge   +3
Relative energy (zero: lowest compared OMol25 entry of this formula, charge and spin)   6.3 kJ/mol
HOMO level (spin up / spin down)   -17.232 / -17.233 eV